{
  "formula": "C16H22Cl8F9N2O2",
  "method": "ωB97M-V with the def2-TZVPD basis set",
  "species": ["C", "Cl", "H", "Cl", "H", "Cl", "Cl", "H", "C", "Cl", "C", "C", "H", "F", "C", "H", "H", "C", "O", "C", "C", "F", "F", "H", "C", "H", "H", "H", "O", "C", "H", "C", "C", "F", "F", "N", "H", "F", "C", "Cl", "C", "Cl", "F", "C", "H", "H", "H", "Cl", "N", "H", "H", "H", "H", "C", "H", "H", "F", "H", "F"],
  "xyz": [[-0.36580, 2.50749, -1.50795], [-2.04342, 2.07823, -4.49815], [3.85610, 1.79200, 1.33793], [3.35299, -0.77895, -5.94615], [-3.84929, 1.93741, -2.98449], [-5.29665, 2.48832, -5.43901], [0.22012, 1.81657, 0.03108], [0.21869, 1.14221, 4.43325], [-3.26558, -2.45699, 1.36558], [-2.58354, -1.46418, 0.06163], [3.02500, -0.23415, 3.46141], [-3.47489, 1.29296, -3.77984], [-1.35774, -0.18491, 4.48843], [3.58155, -2.52999, 3.78711], [-4.62384, -1.96359, 1.78873], [-4.14083, 0.44260, -5.65422], [-2.56158, -2.45744, 2.19812], [-0.00289, 0.57361, 3.49374], [1.79965, 2.98925, 3.76916], [1.26055, -1.32193, -4.26579], [2.75578, -2.07486, 0.70623], [2.04878, -1.27729, -0.13609], [4.40138, -0.21996, 3.31783], [0.65873, 0.23494, 1.38187], [0.89361, 0.87032, 2.26791], [-3.34169, -3.47580, 0.98301], [-0.75395, 1.69323, -2.11511], [3.31883, -1.81890, -3.82780], [3.93814, 2.60713, 3.57141], [-1.40529, 3.58652, -1.29056], [2.56643, -2.80989, -5.08088], [2.53406, -1.71451, 3.37958], [1.97997, -2.35396, 2.05528], [2.09375, -3.72736, 2.25239], [0.63067, -2.17936, 1.93054], [-0.99886, -0.24066, 3.52472], [-5.07062, -2.66355, 2.49553], [1.56711, -1.91140, 4.34737], [2.71917, 2.27102, 3.34121], [1.31947, 0.23466, -3.40469], [2.44068, 0.89150, 2.55133], [-2.93453, 2.93058, -0.65058], [2.82640, -3.27737, 0.02166], [2.63416, -1.80036, -4.67455], [-1.05038, 4.35125, -0.60056], [-1.64189, 4.06821, -2.23935], [0.60363, -1.20551, -5.12714], [-4.53812, -0.38502, 2.61371], [3.13995, 1.06791, 1.26055], [-5.33750, 0.41043, -4.35606], [-5.29488, -1.86412, 0.93615], [0.50303, 2.92760, -2.01701], [-3.13052, 0.36133, -3.32943], [-4.54157, 1.00160, -4.80949], [0.60330, 1.94188, 1.92762], [0.80614, -2.04175, -3.58428], [2.82898, 0.17630, 4.77894], [2.45662, 1.43572, 0.59876], [4.02245, -1.68901, 0.85938]],
  "forces_ev_per_a": [[0.0433, 0.0104, -0.0525], [-0.0542, 0.0316, -0.1489], [-0.0517, -0.3698, 0.5385], [0.0211, 0.0315, -0.0143], [0.0755, -0.0291, -0.1483], [0.0033, 0.0246, -0.0477], [-1.2020, 1.0607, -2.6736], [0.3397, -0.1835, -1.0985], [0.1283, -0.2510, 0.1731], [0.1132, 0.1116, -0.1231], [1.3018, 1.9020, 0.4071], [-0.1925, -0.0723, 0.1293], [-0.1574, -0.1629, -0.4963], [-0.7355, 0.8210, -0.6779], [-0.1752, -0.0474, 0.0791], [0.0132, 0.1269, 0.0114], [0.0115, 0.2221, -0.0796], [-0.0324, 0.0255, 0.3873], [-1.4473, -0.9825, -0.9257], [-0.0812, -0.1078, 0.0018], [-0.2766, -1.0285, -1.8032], [0.8698, -0.2609, 1.1854], [-1.3259, -0.6071, -0.2487], [0.1352, -0.2229, 1.3918], [-0.3435, 0.0270, 0.9649], [-0.0934, 0.0572, -0.0139], [-0.0175, 0.0758, 0.0810], [-0.0548, 0.1158, -0.0461], [-1.1990, -1.7219, -1.6179], [0.2998, 0.1544, -0.1983], [-0.0576, 0.0625, -0.0097], [0.2290, -0.9611, 1.7233], [-0.7262, -1.6417, 0.3873], [0.1591, 1.1544, 0.0020], [1.5179, 0.5712, -0.2483], [0.8602, 0.5905, -0.0330], [0.0920, -0.0031, -0.0068], [0.5610, 0.2171, -1.2663], [2.5732, 2.0179, 2.5168], [0.0301, -0.0163, -0.0458], [-0.7534, 2.1708, 0.0701], [-0.0406, -0.0268, 0.1338], [-0.0870, 0.9003, 0.5912], [-0.0443, -0.1843, 0.1154], [-0.0480, -0.1463, 0.0791], [0.0039, -0.1041, 0.0074], [0.1047, 0.0669, 0.0119], [-0.0736, -0.0165, -0.0690], [-0.3036, -0.4694, -0.1690], [0.0514, 0.0704, 0.0576], [0.0828, 0.0733, 0.0261], [-0.0930, 0.0784, -0.0223], [-0.0282, 0.0117, -0.0499], [0.0663, -0.2080, 0.0539], [0.9679, -1.8052, 1.8609], [0.1111, 0.0088, 0.0181], [-0.2576, -0.9847, -1.0289], [0.3483, -0.2763, 0.1624], [-1.1616, 0.0995, 0.1957]],
  "total_charge": -1
}



{
  "formula": "C40H42BF6N3O5S",
  "method": "ωB97M-V with the def2-TZVPD basis set",
  "species": ["H", "C", "C", "H", "C", "C", "H", "C", "C", "H", "H", "O", "F", "C", "C", "N", "H", "H", "C", "H", "C", "C", "H", "C", "H", "H", "S", "C", "C", "C", "C", "O", "H", "C", "O", "H", "H", "C", "H", "C", "H", "N", "C", "C", "H", "C", "B", "H", "N", "C", "H", "F", "C", "H", "H", "C", "C", "H", "C", "H", "C", "F", "F", "C", "C", "H", "H", "C", "C", "C", "H", "H", "H", "O", "O", "C", "H", "H", "H", "C", "H", "H", "C", "H", "H", "F", "C", "H", "H", "H", "H", "H", "C", "C", "H", "F", "H", "C"],
  "xyz": [[-2.45959, -1.83731, 7.90984], [0.56680, 2.76106, -4.17530], [-0.61326, 0.77300, -2.20992], [1.43219, 0.60377, -1.58642], [6.83406, 4.59948, -0.82858], [-1.57399, -6.13812, 1.90687], [7.85551, 4.95432, -0.68489], [2.79730, 3.56974, -3.98304], [0.08366, 0.82351, 2.11130], [3.33504, 1.77892, -2.95337], [-3.03246, 0.80353, -3.19792], [0.60830, -1.61919, 1.76646], [-4.54118, -5.12950, 0.55471], [-1.17951, -0.22388, -1.39684], [5.75239, 5.40934, -0.45561], [1.67542, 3.50098, -4.76262], [-1.09409, 4.06748, -4.55113], [-0.66745, 1.03748, -4.73661], [2.79732, 3.25643, -1.47251], [1.30569, 1.57716, 3.70205], [0.26259, 1.28969, 3.53347], [-0.53689, -1.68453, 3.98298], [0.71509, 1.35707, -5.82499], [-1.01456, -3.42322, 2.20932], [-3.13301, -3.10628, 2.13139], [-4.62750, -3.29683, -0.85630], [-1.84311, -1.09915, 4.96448], [0.72895, 1.13415, -2.24710], [-1.56024, -1.21959, 7.78356], [4.44581, 4.95388, -0.63825], [4.21987, 3.69825, -1.21292], [-6.36063, -3.68195, -2.66123], [-0.82742, -1.49929, 8.54984], [2.60341, 2.59444, -2.83184], [3.78144, 4.26622, -4.22178], [-2.41617, -2.31218, -0.19903], [5.92439, 6.39341, -0.01550], [-0.26697, -5.69188, 2.06716], [-1.19005, 3.27477, -2.96288], [-4.98698, -1.83402, -2.39232], [1.92728, -0.28262, 2.58819], [1.25119, 2.07461, -3.06726], [0.88493, -6.66223, 2.14340], [-0.06793, 1.81869, -5.21138], [-0.03904, 4.61381, -3.20536], [0.39406, 1.95903, 1.15063], [-0.67132, -1.83477, 2.35868], [-1.79045, -7.18717, 1.76346], [-6.01033, -2.55441, -3.06854], [5.29829, 2.87026, -1.54733], [1.42263, 2.31223, 1.30244], [1.90417, -6.29328, 1.30316], [-3.01714, -1.86259, -0.99218], [-1.84254, -0.16860, 7.91825], [1.43744, -2.56801, 4.37034], [-0.96444, -1.43274, 6.44557], [0.26743, -1.98214, 6.16044], [-2.05214, 0.86749, 2.69584], [-2.50807, -0.70793, -1.66669], [-1.78493, 0.80919, 0.92328], [-3.35675, -0.08325, -2.64724], [-4.20682, -6.94495, 1.74804], [1.41669, -6.69870, 3.41519], [-2.32317, -3.83376, 2.07284], [1.52587, 4.33006, -5.93534], [-1.27600, 1.33037, -2.87514], [-5.23640, -0.14477, -3.69935], [-2.59279, -5.19359, 1.90937], [0.01937, -4.33790, 2.19774], [-4.02787, -5.59782, 1.74671], [2.49119, 4.79518, -6.13255], [3.59061, 5.58125, -0.36923], [7.44538, 2.67732, -1.62388], [-6.47875, -2.02810, -4.11172], [-1.70231, -0.96190, 1.87242], [1.12630, -0.30463, 1.82741], [2.47811, 2.54563, -0.69168], [2.12585, 4.13070, -1.42194], [0.28922, 1.59782, 0.11313], [-4.22910, -2.41746, -1.35092], [-0.56276, -0.77797, -0.67941], [5.11801, 1.88211, -1.97640], [-4.58414, -0.62262, -2.97652], [-0.38848, 2.14697, 3.74077], [1.60409, -0.15006, 0.84196], [0.52788, -7.93776, 1.81615], [-0.50985, 3.74272, -3.68034], [-0.72295, 2.41875, -5.85633], [0.00501, 0.47889, 4.21937], [0.95390, -2.29363, 6.94913], [1.22049, 3.72158, -6.79370], [-0.28539, 2.81296, 1.30395], [0.52423, -2.11935, 4.75410], [-1.42684, 0.42796, 1.89631], [0.76971, 5.11010, -5.77944], [-4.81400, -5.06627, 2.73799], [1.04653, -4.01029, 2.31913], [6.60668, 3.32443, -1.36004]],
  "forces_ev_per_a": [[0.1606, 0.1626, 0.1073], [-0.7041, 0.5416, -0.4231], [-1.3584, -0.6088, 0.4000], [-0.1589, 0.5219, -0.2190], [-0.2693, -0.0708, 0.0831], [-0.0688, 0.1224, -0.0880], [-0.3002, -0.0920, -0.0594], [0.8940, 0.7109, -0.8714], [-0.2653, -0.2047, -0.3907], [-0.2901, 0.2108, -0.0249], [-0.2209, -0.2937, 0.3469], [1.0816, 0.6195, -1.0717], [0.1103, -0.3562, 0.7706], [1.2191, 0.5407, -1.5814], [0.0854, -0.2824, -0.0130], [0.3760, -0.0629, 0.3831], [0.1222, 0.1015, 0.3742], [0.1274, 0.1396, -0.2187], [-0.4287, 0.0615, 0.4085], [-0.0949, 0.0813, 0.0872], [0.0861, 0.3082, 0.5533], [0.6374, -0.3873, 0.2512], [-0.2158, -0.0214, 0.1640], [-0.0545, 1.7622, -0.7437], [0.1375, -0.1214, -0.0925], [0.2578, -0.0343, -0.1330], [0.9442, -0.6585, 0.5256], [0.9654, 0.9432, -0.7614], [-0.2019, 0.1113, 0.3036], [0.2531, -0.1750, -0.2831], [0.1384, 0.0313, -0.0768], [0.9274, 2.3960, -0.4700], [-0.2359, 0.1125, -0.0626], [0.8931, -0.2697, -0.3403], [-1.3835, -1.0838, 0.5646], [-0.1820, 0.1387, -0.1454], [-0.0071, -0.3029, -0.1631], [0.3368, -0.1373, 0.0475], [0.0931, 0.1728, -0.1453], [2.4005, 0.7217, 0.8354], [-0.2131, 0.2434, -0.1623], [-0.5380, -1.6081, 1.6690], [0.2579, -0.1324, 0.1684], [0.3591, -0.1040, -0.0386], [-0.1775, -0.2141, -0.0604], [0.0115, 0.3444, -0.1686], [0.0310, -0.9731, 1.9613], [-0.0014, 0.0173, 0.0869], [-2.9406, -1.8462, -1.8161], [0.1266, 0.4618, 0.1552], [-0.1216, 0.0095, -0.0482], [-0.6512, -0.4509, 0.6965], [0.8501, 0.9823, -0.1059], [0.0005, -0.1761, 0.1637], [-0.2193, 0.1764, -0.1358], [0.7219, -0.4567, -0.8023], [-0.6574, 0.3729, 0.0724], [0.3283, 0.2078, -0.3059], [-1.7072, -0.2772, -0.1809], [0.0889, 0.2696, 0.1704], [0.4740, -0.3403, 0.6145], [-0.0835, 0.9250, 0.0007], [-0.3477, -0.1204, -1.2305], [-0.1571, -0.8150, 0.0473], [-0.3572, 0.0267, -0.2030], [0.3029, -0.4661, 0.3875], [0.2585, -0.1845, -0.0190], [-0.2917, 0.0204, 0.1133], [-0.0885, -0.8616, 0.0514], [-0.3242, -0.0874, 0.1205], [-0.1108, -0.0552, 0.0202], [0.3322, -0.1760, -0.0823], [-0.2365, 0.2466, 0.0662], [0.8320, -1.0320, 2.1368], [-0.7192, 0.5636, -0.9677], [-0.4357, -0.9107, -0.2034], [0.0238, 0.2330, -0.2148], [0.1657, -0.2897, 0.1315], [0.0180, 0.3556, 0.4600], [-1.1869, 0.0596, -0.7950], [-0.2012, 0.1985, 0.0706], [0.1795, 0.2796, 0.1597], [0.0390, -0.1366, 0.1961], [0.1070, -0.0383, 0.0558], [0.0279, 0.2746, 0.1706], [0.4131, 0.8746, 0.2754], [0.0439, 0.1734, 0.1364], [0.2141, -0.2979, 0.0968], [0.2227, 0.4334, -0.0316], [-0.1576, 0.1086, -0.1907], [0.1239, 0.1240, 0.0950], [0.1666, -0.1873, -0.1002], [-1.0955, 0.3803, 0.4005], [0.1746, -0.9853, -0.0105], [0.1796, -0.0670, -0.0138], [0.4719, -0.5645, -0.9330], [-0.1095, 0.0432, -0.0826], [-0.2239, 0.0997, 0.1245]]
}



Computed max |F| (eV Å⁻¹) in order:
4.1, 3.9
Computed Kohn-Sham gap (eV) in order:
6.4194, 3.5747